Entry 1:
ORCA calculation (the ωB97M-V functional and the def2-TZVPD basis) on a molecular structure, C50H65N7O5 at a distorted geometry.

Cartesian coordinates (Å):
N  -1.885  -3.082  -0.705
C  -2.059  -2.975  0.615
C  -2.919  -2.032  1.197
C  -3.428  -1.029  0.372
C  -3.205  -1.071  -0.991
C  -2.507  -2.164  -1.471
H  -1.431  -3.575  1.257
H  -2.976  -1.819  2.254
H  -3.883  -0.130  0.760
H  -3.617  -0.303  -1.628
H  -2.378  -2.239  -2.540
N  -0.324  4.000  -3.172
C  0.793  4.415  -3.920
C  2.081  3.942  -3.678
C  2.230  3.003  -2.642
C  1.127  2.563  -1.890
C  -0.080  3.171  -2.117
H  0.604  5.056  -4.768
H  2.966  4.169  -4.255
H  3.185  2.552  -2.419
H  1.185  1.743  -1.189
H  -0.943  2.798  -1.585
N  0.468  -3.503  0.992
C  1.568  -3.976  1.563
C  1.992  -5.289  1.478
C  1.274  -6.188  0.685
C  0.136  -5.745  0.059
C  -0.236  -4.411  0.223
H  2.125  -3.234  2.116
H  2.916  -5.553  1.971
H  1.529  -7.225  0.523
H  -0.482  -6.379  -0.559
H  -1.202  -4.141  -0.178
N  -1.877  -1.383  3.000
C  -0.817  -2.149  2.680
C  0.057  -2.640  3.629
C  -0.129  -2.368  4.995
C  -1.158  -1.553  5.340
C  -2.018  -1.102  4.297
H  -0.642  -2.452  1.658
H  0.936  -3.143  3.256
H  0.531  -2.809  5.727
H  -1.343  -1.303  6.375
H  -2.908  -0.539  4.540
N  -1.611  1.016  -1.915
C  -1.617  1.660  -3.087
C  -2.580  2.602  -3.403
C  -3.533  2.926  -2.492
C  -3.577  2.232  -1.290
C  -2.607  1.201  -1.030
H  -0.850  1.476  -3.825
H  -2.540  3.167  -4.322
H  -4.298  3.658  -2.705
H  -4.377  2.356  -0.575
H  -2.632  0.568  -0.155
N  -1.147  -0.546  -4.402
C  -0.728  -0.398  -3.107
C  0.524  0.190  -2.752
C  1.322  0.721  -3.707
C  0.947  0.530  -5.021
C  -0.300  -0.083  -5.319
H  -1.435  -0.712  -2.354
H  0.895  0.297  -1.744
H  2.227  1.238  -3.425
H  1.508  0.874  -5.878
H  -0.727  -0.123  -6.310
N  0.959  1.045  0.775
C  1.132  -0.145  1.438
C  0.465  -1.356  1.129
C  -0.275  -1.342  -0.022
C  -0.412  -0.170  -0.718
C  0.076  1.029  -0.236
H  1.754  -0.203  2.319
H  0.656  -2.263  1.683
H  -0.759  -2.213  -0.436
H  -1.064  -0.198  -1.579
H  -0.046  1.953  -0.782
C  4.998  -2.169  1.084
C  4.424  -1.049  1.858
O  4.332  -1.099  3.120
C  3.914  0.150  1.030
H  5.804  -2.598  1.679
H  5.381  -1.777  0.142
H  4.207  -2.883  0.855
H  4.734  0.867  0.993
H  3.116  0.683  1.547
H  3.581  -0.222  0.061
C  2.676  2.476  -0.005
C  2.662  2.898  1.504
O  3.625  2.701  2.186
C  1.388  3.557  2.057
H  2.706  3.411  -0.565
H  1.724  1.966  -0.151
H  3.429  1.726  -0.244
H  1.438  4.643  1.978
H  1.374  3.207  3.090
H  0.550  3.084  1.547
C  0.190  -2.997  -4.875
C  0.854  -2.508  -3.603
O  1.807  -1.743  -3.736
C  0.282  -2.985  -2.300
H  1.001  -3.180  -5.580
H  -0.553  -2.343  -5.332
H  -0.335  -3.922  -4.637
H  -0.771  -3.246  -2.398
H  0.384  -2.199  -1.551
H  0.876  -3.816  -1.917
C  -2.524  3.757  2.811
C  -2.197  3.752  1.328
O  -2.529  4.668  0.597
C  -1.321  2.666  0.740
H  -1.727  3.971  3.524
H  -2.747  2.729  3.097
H  -3.354  4.452  2.941
H  -1.481  2.659  -0.338
H  -1.517  1.702  1.210
H  -0.272  2.881  0.941
C  -1.745  2.163  4.652
C  -0.528  1.988  3.722
O  0.185  2.915  3.428
C  -0.204  0.599  3.174
H  -2.153  3.156  4.462
H  -1.351  2.236  5.666
H  -2.514  1.394  4.585
H  0.025  -0.123  3.958
H  0.599  0.708  2.446
H  -1.047  0.199  2.611

ΔE to the lowest compared entry with this formula, charge and spin ... 42.3629 eV
Orbital gap ... 7.39 eV
E_LUMO ... -0.195 eV
Total energy ... -2702.10220 Ha


Entry 2:
ORCA calculation (the ωB97M-V functional and the def2-TZVPD basis) on a molecular structure, C50H67AgN4O4SSb.

Cartesian coordinates (Å):
Ag  -0.334  0.275  -0.883
C  -0.437  -4.424  -5.261
C  0.667  -3.423  -4.932
C  1.835  -3.541  -5.894
O  1.120  -3.654  -3.621
C  0.518  -2.710  -2.720
C  -0.029  -1.603  -3.635
O  0.202  -2.089  -4.970
C  -1.517  -1.190  -3.354
O  -1.720  -1.188  -2.018
C  -1.761  0.215  -3.965
C  -1.138  0.673  -5.123
C  -1.382  1.954  -5.604
C  -2.255  2.797  -4.932
C  -2.875  2.349  -3.773
C  -2.628  1.071  -3.297
C  -2.521  -2.132  -4.059
C  -3.259  -2.992  -3.256
C  -4.191  -3.865  -3.803
C  -4.416  -3.878  -5.172
C  -3.700  -3.004  -5.983
C  -2.763  -2.143  -5.431
C  1.588  -2.272  -1.674
O  1.054  -1.484  -0.702
C  2.760  -1.585  -2.408
C  2.890  -0.203  -2.335
C  3.933  0.453  -2.977
C  4.881  -0.268  -3.690
C  4.774  -1.652  -3.752
C  3.724  -2.300  -3.118
C  2.158  -3.510  -0.947
C  1.604  -4.783  -0.986
C  2.097  -5.803  -0.177
C  3.151  -5.569  0.689
C  3.721  -4.300  0.732
C  3.232  -3.294  -0.081
H  -0.019  -5.432  -5.231
H  -0.855  -4.239  -6.251
H  -1.242  -4.352  -4.531
H  2.277  -4.537  -5.832
H  2.587  -2.795  -5.642
H  1.487  -3.372  -6.914
H  -0.307  -3.165  -2.161
H  0.566  -0.692  -3.513
H  -0.435  0.034  -5.645
H  -0.871  2.299  -6.496
H  -2.431  3.804  -5.294
H  -3.528  3.010  -3.216
H  -3.066  0.718  -2.372
H  -3.065  -2.944  -2.193
H  -4.749  -4.532  -3.154
H  -5.147  -4.551  -5.605
H  -3.868  -2.996  -7.054
H  -2.214  -1.473  -6.078
H  2.153  0.354  -1.766
H  4.001  1.532  -2.915
H  5.698  0.242  -4.188
H  5.514  -2.231  -4.294
H  3.650  -3.379  -3.162
H  0.782  -4.994  -1.655
H  1.640  -6.786  -0.222
H  3.525  -6.361  1.328
H  4.542  -4.094  1.410
H  3.670  -2.303  -0.043
C  -1.997  -3.140  5.448
C  -3.115  -2.362  4.749
C  -4.408  -3.167  4.838
C  -3.303  -1.045  5.501
Sb  -2.284  -1.830  2.765
C  -3.899  -0.635  1.851
C  -5.318  -0.985  2.282
C  -3.558  0.794  2.284
C  -3.818  -0.685  0.331
C  -2.098  -3.776  1.739
C  -2.958  -4.911  2.275
C  -2.342  -3.638  0.242
C  -0.618  -4.114  1.947
H  -2.286  -3.358  6.485
H  -1.068  -2.566  5.475
H  -1.781  -4.092  4.960
H  -4.686  -3.289  5.895
H  -4.304  -4.164  4.415
H  -5.241  -2.677  4.338
H  -3.514  -1.254  6.559
H  -4.137  -0.460  5.111
H  -2.408  -0.420  5.460
H  -5.484  -0.838  3.351
H  -5.579  -2.016  2.032
H  -6.022  -0.330  1.752
H  -3.507  0.913  3.369
H  -4.331  1.477  1.912
H  -2.610  1.130  1.859
H  -4.207  -1.615  -0.078
H  -2.810  -0.545  -0.062
H  -4.433  0.131  -0.072
H  -4.025  -4.714  2.139
H  -2.778  -5.121  3.330
H  -2.719  -5.827  1.718
H  -3.403  -3.534  0.018
H  -1.997  -4.558  -0.251
H  -1.806  -2.807  -0.223
H  -0.347  -4.181  3.006
H  0.035  -3.379  1.472
H  -0.398  -5.084  1.486
C  2.517  1.132  1.372
N  3.568  1.132  2.413
C  3.042  1.856  3.572
N  1.806  1.277  4.106
C  0.813  1.270  3.010
N  1.289  0.529  1.857
C  1.567  -0.847  2.251
N  2.577  -0.907  3.328
C  3.787  -0.260  2.822
C  2.082  -0.120  4.455
H  2.863  0.563  0.507
H  2.317  2.161  1.065
H  2.843  2.889  3.278
H  3.801  1.853  4.362
H  0.597  2.299  2.712
H  -0.109  0.809  3.371
H  1.905  -1.398  1.374
H  0.627  -1.280  2.591
H  4.148  -0.825  1.959
H  4.555  -0.276  3.604
H  2.827  -0.140  5.260
H  1.157  -0.577  4.819
S  -1.118  3.362  0.471
C  -0.520  2.271  -0.525

ΔE to the lowest compared entry with this formula, charge and spin ... 0.0000 eV
Orbital gap (alpha / beta) ... 4.07 / 6.16 eV
E_LUMO (alpha / beta) ... 4.060 / 4.059 eV
Expectation value of S² ... 0.756
Multiplicity ... 2
Total energy ... -3250.77531 Ha
Charge ... -2


Entry 3:
ORCA calculation (the ωB97M-V functional and the def2-TZVPD basis) on a molecular structure, C50H67FN5S3SbTi.

Cartesian coordinates (Å):
Ti  0.321  -0.444  1.199
C  5.182  1.861  -0.241
C  4.222  1.236  -1.022
C  2.926  1.091  -0.550
C  2.572  1.539  0.722
C  3.546  2.159  1.507
C  4.832  2.328  1.020
N  1.250  1.321  1.174
C  0.526  2.388  1.735
C  0.893  3.724  1.842
C  0.017  4.630  2.436
C  -1.218  4.224  2.917
C  -1.618  2.899  2.774
C  -0.749  2.008  2.175
N  -1.040  0.667  1.880
N  -2.368  0.325  1.933
C  -2.517  -0.834  1.352
C  -3.794  -1.488  1.308
C  -3.919  -2.680  0.686
C  -2.780  -3.280  0.068
C  -1.590  -2.644  0.147
N  -1.412  -1.445  0.789
H  6.191  1.994  -0.612
H  4.464  0.882  -2.017
H  2.167  0.662  -1.194
H  3.296  2.492  2.505
H  5.573  2.815  1.641
H  1.841  4.070  1.457
H  0.315  5.668  2.518
H  -1.882  4.939  3.387
H  -2.592  2.555  3.093
H  -4.625  -0.982  1.781
H  -4.879  -3.178  0.645
H  -2.855  -4.219  -0.460
H  -0.705  -3.072  -0.305
C  -1.523  -0.949  -6.063
C  -2.176  -1.706  -4.915
S  -1.218  -1.822  -3.391
C  0.309  -2.584  -3.980
C  1.477  -1.663  -4.404
S  1.485  -0.024  -3.633
C  1.590  1.102  -5.041
C  0.576  0.940  -6.174
S  -1.165  0.796  -5.698
H  -2.191  -0.993  -6.924
H  -0.596  -1.440  -6.359
H  -2.430  -2.713  -5.259
H  -3.113  -1.226  -4.624
H  0.054  -3.249  -4.808
H  0.636  -3.236  -3.172
H  1.486  -1.534  -5.485
H  2.414  -2.162  -4.152
H  2.592  1.073  -5.475
H  1.476  2.085  -4.579
H  0.826  0.084  -6.802
H  0.662  1.815  -6.820
C  -1.525  -1.648  4.418
C  -0.615  -2.867  4.509
C  -0.873  -3.876  3.393
C  0.835  -2.448  4.717
C  1.331  -2.649  6.005
C  2.627  -2.329  6.354
C  3.454  -1.754  5.411
C  3.007  -1.498  4.119
C  3.974  -0.840  3.153
C  4.676  0.355  3.803
C  5.026  -1.827  2.637
C  1.695  -1.869  3.758
N  1.326  -1.727  2.367
C  1.787  -2.787  1.578
C  2.242  -4.027  2.067
C  2.685  -5.030  1.224
C  2.707  -4.867  -0.155
C  2.255  -3.670  -0.686
C  1.819  -2.710  0.189
F  1.311  -1.515  -0.374
H  -2.553  -1.946  4.196
H  -1.204  -0.960  3.644
H  -1.524  -1.095  5.359
H  -0.880  -3.386  5.435
H  -0.670  -3.469  2.411
H  -1.924  -4.173  3.409
H  -0.267  -4.775  3.523
H  0.671  -3.086  6.747
H  2.987  -2.518  7.358
H  4.469  -1.496  5.682
H  3.407  -0.473  2.300
H  5.341  0.037  4.607
H  3.958  1.064  4.220
H  5.285  0.873  3.064
H  5.640  -2.197  3.463
H  5.686  -1.330  1.922
H  4.576  -2.688  2.142
H  2.255  -4.180  3.137
H  3.027  -5.959  1.661
H  3.068  -5.651  -0.806
H  2.251  -3.468  -1.748
C  -4.540  2.651  0.408
C  -3.358  3.326  -0.286
C  -3.786  4.575  -1.047
Sb  -2.202  1.810  -1.329
C  -0.951  2.992  -2.654
C  -0.035  3.869  -1.805
C  -1.616  3.770  -3.781
C  -3.611  1.039  -2.798
C  -4.224  -0.256  -2.269
C  -4.701  1.975  -3.305
H  -5.037  3.354  1.086
H  -4.221  1.787  0.994
H  -5.292  2.318  -0.314
H  -2.650  3.633  0.489
H  -4.413  4.345  -1.910
H  -2.930  5.152  -1.398
H  -4.370  5.228  -0.387
H  -0.345  2.195  -3.106
H  -0.598  4.630  -1.256
H  0.695  4.396  -2.430
H  0.518  3.283  -1.065
H  -2.301  4.533  -3.410
H  -2.173  3.114  -4.454
H  -0.857  4.285  -4.384
H  -2.935  0.800  -3.629
H  -4.865  -0.062  -1.404
H  -3.468  -0.979  -1.946
H  -4.853  -0.735  -3.030
H  -5.404  2.235  -2.510
H  -5.282  1.486  -4.096
H  -4.305  2.905  -3.714

ΔE to the lowest compared entry with this formula, charge and spin ... 0.7518 eV
Orbital gap (alpha / beta) ... 6.58 / 6.58 eV
E_LUMO (alpha / beta) ... -0.193 / -0.195 eV
Total energy ... -4603.41455 Ha


The highest total energy belongs to which entry?
C50H65N7O5


Among the records above, which one has the lowest ΔE to the lowest compared entry with this formula, charge and spin?
C50H67AgN4O4SSb